Here is a molecular structure, C9H9N2O2 from the Open Molecules 2025 dataset. Energies are from ωB97M-V with the def2-TZVPD basis set.

Calculated values
molar mass = 177.18 g/mol
net charge = +1
lowest unoccupied orbital energy = -3.69 eV
Kohn-Sham gap = 8.6 eV
DFT total energy = -607.907788 Ha

Last column: Mulliken charge in e.
Cartesian coordinates (Å):
C 0.217 0.741 2.923  -0.282
C 0.202 -0.687 2.804  -0.450
C 0.176 1.460 1.777  -0.847
C -0.083 -1.324 1.625  -0.888
C -0.091 0.825 0.535  0.043
C -0.185 -0.550 0.423  1.233
C 0.486 -2.545 -2.824  0.866
C -0.185 1.270 -0.885  0.022
C -0.356 -0.662 -1.106  -0.942
N 1.412 -1.753 -3.018  -0.243
N -1.462 0.629 -1.312  -0.200
O -0.219 -3.449 -2.713  -0.215
O 0.605 0.364 -1.554  -0.528
H 0.405 1.110 3.991  0.320
H 0.323 -1.130 3.731  0.431
H 0.343 2.623 1.802  0.261
H -0.200 -2.347 1.386  0.465
H -0.143 2.218 -1.240  0.727
H 1.521 -0.923 -2.437  0.397
H 2.200 -1.898 -3.588  0.276
H -2.240 0.644 -0.691  0.292
H -1.670 0.684 -2.277  0.262

***

Here is a single C9H9N3O2 molecule from the Open Molecules 2025 dataset. Energies are from ωB97M-V with the def2-TZVPD basis set.

Calculated values
molar mass = 191.19 g/mol
net charge = 0
lowest unoccupied orbital energy = 0.87 eV
SMILES = COn1on1-c1c[nH]c2ccccc12
Kohn-Sham gap = 9.0 eV
DFT total energy = -662.863894 Ha

Last column: Mulliken charge in e.
Cartesian coordinates (Å):
C -2.566 1.653 1.093  -0.565
C -3.633 0.889 0.506  -0.554
C -1.264 1.236 0.995  -0.366
C -3.324 -0.292 -0.160  -0.548
C -0.070 -1.774 -0.793  -0.114
C -1.007 0.070 0.283  0.596
C -2.006 -0.680 -0.350  -0.414
C 0.273 -0.640 -0.083  0.372
C 4.343 0.699 0.092  -0.467
N -1.421 -1.751 -0.979  -0.001
N 1.562 -0.245 0.133  0.022
N 2.485 -0.386 -0.971  0.030
O 2.608 -1.286 0.070  -0.387
O 3.396 0.641 -1.073  -0.249
H -2.736 2.523 1.647  0.442
H -4.679 1.248 0.623  0.332
H -0.359 1.899 1.265  0.294
H -4.040 -0.874 -0.630  0.444
H 0.712 -2.534 -1.184  0.322
H 4.562 -0.337 0.393  0.243
H 3.775 1.278 0.878  0.228
H 5.278 1.127 -0.333  0.246
H -1.889 -2.464 -1.422  0.094

***

Here is 2 unconnected molecules or ions with the total composition C9H9N3O2 from the Open Molecules 2025 dataset. Energies are from ωB97M-V with the def2-TZVPD basis set.

Calculated values
molar mass = 191.19 g/mol
net charge = 0
lowest unoccupied orbital energy = 0.37 eV
SMILES = O=c1cc[nH]c(=O)[nH]1.c1ccncc1
Kohn-Sham gap = 9.3 eV
DFT total energy = -663.052963 Ha

Last column: Mulliken charge in e.
Cartesian coordinates (Å):
C 2.442 -0.952 1.207  -0.057
C 1.821 0.376 1.186  -0.203
C 1.882 0.983 0.028  -0.160
C 2.648 0.448 -1.082  -0.401
C 2.816 -0.896 -1.068  -0.294
C -0.805 -0.483 -0.151  0.588
C -1.017 0.909 -0.005  -0.164
C -2.272 1.395 0.015  -0.508
C -3.271 -0.820 -0.012  0.263
H 2.372 -1.398 2.229  0.315
H 1.198 0.961 2.075  0.201
H 1.581 2.063 -0.065  0.542
H 2.820 0.997 -2.086  0.262
H 3.026 -1.316 -1.986  0.416
H -1.849 -2.272 -0.005  0.207
H -0.152 1.499 0.039  0.289
H -2.520 2.471 0.209  0.350
H -4.290 0.884 -0.201  0.210
N 2.763 -1.567 0.120  -0.621
N -1.924 -1.289 -0.001  -0.107
N -3.352 0.546 -0.108  -0.070
O 0.301 -0.972 -0.236  -0.459
O -4.217 -1.566 -0.102  -0.599

***

Here is 2 unconnected molecules or ions with the total composition C9H9N3O2S from the Open Molecules 2025 dataset. Energies are from ωB97M-V with the def2-TZVPD basis set.

Calculated values
molar mass = 223.26 g/mol
net charge = 0
lowest unoccupied orbital energy (alpha / beta) = 0.29 / -2.05 eV
Kohn-Sham gap (alpha / beta) = 4.4 / 6.5 eV
2S+1 = 3
DFT total energy = -1061.041769 Ha

Last column: Löwdin spin population.
Cartesian coordinates (Å):
C 3.271 -1.432 -0.132  0.117
C 2.009 -2.005 -0.514  -0.001
C 3.418 -0.132 0.298  -0.001
C 0.864 -1.139 -0.452  0.082
C 2.242 0.572 0.492  0.108
C 0.985 0.122 0.164  0.058
C -0.445 2.002 0.823  0.384
C -3.468 -1.373 1.181  0.014
C -1.405 0.356 -0.485  0.247
N -1.616 2.543 0.607  0.435
N -0.146 0.899 0.191  0.311
N -2.377 1.582 -0.145  0.052
O -3.536 -2.260 0.484  0.007
O -3.495 -0.497 1.926  0.008
S -1.245 0.520 -2.371  0.089
H 4.087 -2.159 -0.180  0.006
H 1.823 -2.946 -0.942  -0.002
H 4.295 0.340 0.531  -0.003
H 0.031 -1.693 -0.867  0.010
H 2.457 1.522 1.043  0.013
H 0.080 2.682 1.561  0.029
H -2.829 1.822 -1.020  0.010
H -3.124 1.179 0.528  0.026
H -1.878 -0.506 -2.721  0.003

***

Here is 2 unconnected molecules or ions with the total composition C9H9N7O7 from the Open Molecules 2025 dataset. Energies are from ωB97M-V with the def2-TZVPD basis set.

Calculated values
molar mass = 327.21 g/mol
net charge = 0
lowest unoccupied orbital energy = -2.95 eV
Kohn-Sham gap = 5.7 eV
DFT total energy = -1257.864388 Ha

Last column: Mulliken charge in e.
Cartesian coordinates (Å):
C -0.695 0.169 -2.785  -0.630
N -0.395 -1.236 -2.726  0.277
C 0.968 -1.660 -2.938  -0.836
N -1.128 -1.949 -1.792  -0.347
C -1.631 -3.177 -2.238  0.023
O -1.675 -3.490 -3.415  -0.521
H -0.332 0.561 -3.743  0.299
H -1.784 0.283 -2.734  0.303
H -0.241 0.761 -1.969  0.099
H 1.366 -1.137 -3.821  0.364
H 1.632 -1.438 -2.076  0.191
H 0.971 -2.740 -3.134  0.272
H -0.689 -2.004 -0.855  0.254
H -2.004 -3.771 -1.376  0.336
O -0.843 3.165 4.949  -0.641
N -0.588 2.132 4.355  0.775
C -0.081 1.787 3.114  0.254
C -0.017 0.382 3.053  0.630
N -0.462 -0.180 4.213  -0.475
O -0.790 0.893 5.005  -0.172
C 0.469 -0.267 1.834  -0.319
N 0.367 -1.678 1.582  0.881
O 0.059 -2.512 2.441  -0.519
O 0.618 -2.024 0.375  -0.640
C 0.942 0.541 0.780  -0.557
C 0.869 1.935 0.908  0.325
N 1.044 2.924 -0.061  0.775
O 1.402 2.889 -1.229  -0.620
O 0.671 4.146 0.539  -0.167
N 0.256 3.960 1.840  -0.531
C 0.356 2.608 2.039  0.226
H 1.363 0.128 -0.132  0.693

***

Here is a single C9H9NO2 molecule from the Open Molecules 2025 dataset. Energies are from ωB97M-V with the def2-TZVPD basis set.

Calculated values
molar mass = 163.18 g/mol
net charge = 0
lowest unoccupied orbital energy = 0.74 eV
SMILES = Cc1ccc2c(c1)NC(=O)CO2
Kohn-Sham gap = 8.7 eV
DFT total energy = -553.541226 Ha

Last column: Mulliken charge in e.
Cartesian coordinates (Å):
C 2.560 1.262 -1.603  -1.220
C 1.623 0.638 -0.718  0.764
C 2.035 -0.328 0.192  -0.458
C 1.216 -1.004 0.909  -0.812
C -0.168 -0.737 0.723  1.028
C -2.231 -1.089 1.605  -0.354
C -2.915 -0.469 0.410  0.360
C -0.694 0.210 -0.141  0.285
C 0.255 1.081 -0.827  -1.242
H 2.353 2.309 -1.708  0.352
H 3.561 1.073 -1.179  0.340
H 2.471 0.829 -2.679  0.227
H 3.087 -0.496 0.340  0.293
H 1.597 -1.833 1.612  0.277
H -2.852 -1.984 1.681  0.305
H -2.286 -0.336 2.470  0.231
H -2.561 0.872 -0.955  0.255
H -0.040 1.895 -1.316  0.539
N -2.031 0.261 -0.280  -0.090
O -0.917 -1.613 1.389  -0.449
O -4.065 -0.540 0.076  -0.631

***

> The lowest DFT total energy belongs to which entry?

C9H9N7O7

***

> Which value of DFT total energy does entry 6 give?

-553.541226 Ha